1.
ORCA calculation (ωB97M-V/def2-TZVPD) on one molecule with the formula C2H6N4S at a distorted geometry.

Computed properties:
Orbital gap: 9.0 eV
LUMO level: 0.55 eV
SMILES: [H]/N=C\NNC(N)=S
ΔE to the lowest compared entry with this formula, charge and spin: 46.30 kcal per mole
Molecular weight: 118.2 g mol⁻¹

The geometry in ORCA input format:
```
! wB97M-V def2-TZVPD RIJCOSX def2/J DEFGRID3
* xyz 0 1
H -0.4790 -1.7389 -0.4904
N -1.5248 -1.5283 -0.7495
C -1.7514 -0.4603 -0.1846
N -1.0026 0.4770 0.5754
N 0.2946 0.1109 0.9088
C 1.4134 0.2263 0.1069
N 1.4306 1.1849 -0.8496
S 2.6751 -1.0201 0.1173
H -2.8968 -0.2456 -0.0056
H -1.4696 0.8163 1.4119
H 0.5289 -0.6329 1.6578
H 2.3149 1.2915 -1.4678
H 0.4666 1.5192 -1.0304
*
```

2.
ORCA calculation (ωB97M-V/def2-TZVPD) on one molecule with the formula C6H11N at a distorted geometry.

Computed properties:
Orbital gap: 9.6 eV
LUMO level: 1.07 eV
SMILES: C=N/C=C/CCC
ΔE to the lowest compared entry with this formula, charge and spin: 40.67 kcal per mole
Molecular weight: 97.2 g mol⁻¹

The geometry in ORCA input format:
```
! wB97M-V def2-TZVPD RIJCOSX def2/J DEFGRID3
* xyz 0 1
C -1.9550 -0.0193 -2.2015
N -2.3549 -0.6736 -1.1985
C -1.5676 -0.7276 -0.0541
C -0.3354 -1.2162 0.0814
C 0.4568 -0.8016 1.2755
C 1.6347 0.1242 0.8844
C 1.2266 1.4334 0.2319
H -1.1995 0.7674 -2.1849
H -2.5885 -0.1385 -3.0770
H -2.0419 -0.3809 0.8617
H 0.0737 -1.8230 -0.7182
H 0.9537 -1.6250 1.7964
H -0.1070 -0.2154 2.0002
H 2.3277 -0.4435 0.2547
H 2.2677 0.3673 1.7440
H 2.0580 2.0278 -0.1405
H 0.4524 1.2850 -0.5172
H 0.6984 2.0594 0.9615
*
```

3.
ORCA calculation (ωB97M-V/def2-TZVPD) on C18H19BHfN6 as an isolated structure at a distorted geometry.

Computed properties:
Orbital gap: 3.4 eV
LUMO level: -11.38 eV
ΔE to the lowest compared entry with this formula, charge and spin: 92.27 kcal per mole
Molecular weight: 508.7 g mol⁻¹

The geometry in ORCA input format:
```
! wB97M-V def2-TZVPD RIJCOSX def2/J DEFGRID3
* xyz 2 1
H -0.2743 0.3877 -3.4219
N 1.1105 0.5207 -1.8310
B 3.2025 0.7787 -0.4106
N 2.4646 0.8027 -1.7829
C 2.9242 1.0353 -3.0203
Hf -0.2099 -0.0253 0.0482
H 3.9705 1.2559 -3.1632
C 1.8652 0.9101 -3.9127
H 1.9016 1.0285 -4.9747
C 0.7469 0.5828 -3.1291
H 4.3673 1.0451 -0.5262
C -0.9682 -0.5462 2.1048
H -2.0399 -0.8069 2.0710
H -0.8676 0.3159 2.7867
H -0.4335 -1.3829 2.5801
N 3.0104 -0.6484 0.2006
N 2.4641 1.8077 0.5047
N 1.7389 -1.1598 0.4117
N 1.1049 1.6918 0.7701
C 3.9191 -1.5502 0.5921
C 2.9630 2.8651 1.1598
H 4.9682 -1.3091 0.4917
H 4.0140 3.0944 1.0816
C 3.2582 -2.6726 1.0744
C 1.9326 3.4729 1.8763
C 1.8892 -2.3893 0.9553
C 0.7843 2.7026 1.6162
H 3.6978 -3.5696 1.4618
H 2.0090 4.3317 2.5017
H 1.0201 -2.9660 1.2342
H -0.2185 2.8122 1.9979
H -0.9356 -1.4115 -0.8305
C -2.2213 0.1102 -0.6281
C -3.4084 -0.1414 -0.3769
C -4.7212 -0.5972 -0.1455
C -5.0459 -1.9603 -0.3236
C -6.3722 -2.3760 -0.2919
C -7.3980 -1.4574 -0.0372
C -7.0672 -0.1244 0.2532
C -5.7401 0.3038 0.2238
H -4.2489 -2.6755 -0.5182
H -6.6292 -3.4172 -0.4831
H -8.4506 -1.7633 -0.0547
H -7.8587 0.5885 0.4916
H -5.4743 1.3353 0.4573
*
```

4.
ORCA calculation (ωB97M-V/def2-TZVPD) on C29H21FInN6O2 as an isolated structure at a distorted geometry.

Computed properties:
Orbital gap: 7.3 eV
LUMO level: -4.45 eV
Molecular weight: 619.3 g mol⁻¹

The geometry in ORCA input format:
```
! wB97M-V def2-TZVPD RIJCOSX def2/J DEFGRID3
* xyz 1 1
In 0.0324 0.5305 0.0432
O -1.8294 -0.5427 3.7588
C -1.3458 0.0614 2.8315
N -0.2902 -0.3289 2.0535
C 0.3977 -1.4581 2.3638
O 0.1853 -2.2249 3.2743
C 1.5870 -1.7067 1.4561
C 2.4316 -2.7668 1.7639
C 3.5421 -2.9912 0.9702
C 3.7877 -2.1302 -0.0910
C 2.8982 -1.0950 -0.3231
N 1.8164 -0.9038 0.4220
C -1.8588 1.4351 2.4704
C -2.7105 2.0790 3.3610
C -3.0431 3.4037 3.1357
C -2.5122 4.0333 2.0186
C -1.7457 3.2897 1.1345
N -1.4337 2.0187 1.3539
H 2.1884 -3.3752 2.6217
H 4.2025 -3.8193 1.1763
H 4.6506 -2.2614 -0.7252
H 3.0390 -0.3966 -1.1378
H -3.0705 1.5224 4.2113
H -3.6886 3.9350 3.8192
H -2.6787 5.0822 1.8345
H -1.3672 3.7292 0.2195
C -2.3253 -3.9677 2.3951
C -1.2702 -4.3875 1.5952
C -0.8696 -3.6245 0.5219
C -1.4926 -2.3897 0.2831
C -2.5491 -1.9659 1.0979
C -2.9786 -2.7709 2.1299
N -1.0337 -1.5601 -0.7150
N -0.6364 -2.1297 -1.7588
C 0.0043 -1.4099 -2.7308
C 0.1191 -1.9891 -4.0019
C 0.8552 -1.3151 -4.9599
C 1.4488 -0.1046 -4.6170
C 1.2940 0.3738 -3.3220
N 0.5892 -0.2573 -2.4000
H -2.6386 -4.5691 3.2330
H -0.7525 -5.3049 1.8304
H -0.0442 -3.9198 -0.1116
H -3.0359 -1.0243 0.8700
H -3.8050 -2.4585 2.7480
H -0.3645 -2.9348 -4.1962
H 0.9876 -1.7334 -5.9471
H 2.0432 0.4530 -5.3255
H 1.7772 1.2858 -3.0000
F 1.5479 6.0469 -2.6401
C 1.2769 4.8588 -2.0806
C 0.1026 4.2067 -2.4205
C -0.1720 2.9867 -1.8264
C 0.7083 2.4319 -0.9101
C 1.8778 3.0944 -0.5823
C 2.1710 4.3164 -1.1734
H -0.5794 4.6576 -3.1251
H -1.0837 2.4586 -2.0811
H 2.5669 2.6737 0.1398
H 3.0769 4.8533 -0.9354
*
```

| no. | HOMO energy (eV) |
| --- | --- |
| 1 | -8.41 |
| 2 | -8.54 |
| 3 | -14.79 |
| 4 | -11.70 |